Below is C18H25AsCaN3O2Si2 as an isolated structure, with properties calculated with ωB97M-V/def2-TZVPD.

Element x y z (Å)
Ca 0.751 -0.108 -0.439
C 5.281 0.634 -0.542
C 3.825 0.992 -0.395
O 3.037 0.052 -0.224
C 3.401 2.388 -0.449
C 4.365 3.386 -0.716
C 4.044 4.716 -0.771
C 2.706 5.090 -0.542
C 1.743 4.159 -0.267
C 2.046 2.771 -0.211
O 1.103 1.929 0.048
H 5.373 -0.447 -0.490
H 5.870 1.092 0.255
H 5.675 0.995 -1.492
H 5.392 3.091 -0.889
H 4.798 5.461 -0.986
H 2.427 6.137 -0.585
H 0.713 4.441 -0.089
C -2.527 0.925 2.053
Si -2.899 1.256 0.243
C -4.761 1.329 0.093
C -2.243 2.961 -0.150
As -1.944 -0.221 -1.240
Si -2.445 -2.213 -0.159
C -1.435 -2.580 1.393
C -4.234 -2.329 0.390
C -2.150 -3.588 -1.388
H -2.940 1.728 2.674
H -1.449 0.884 2.236
H -2.956 -0.020 2.391
H -5.180 2.068 0.786
H -5.223 0.362 0.299
H -5.032 1.614 -0.927
H -2.800 3.715 0.417
H -2.339 3.186 -1.214
H -1.184 3.028 0.108
H -1.930 -2.161 2.271
H -0.417 -2.189 1.378
H -1.351 -3.663 1.532
H -4.441 -1.703 1.261
H -4.467 -3.366 0.660
H -4.902 -2.021 -0.417
H -1.209 -3.465 -1.926
H -2.958 -3.588 -2.125
H -2.133 -4.561 -0.885
N 1.332 -2.323 -0.960
C 1.702 -3.360 -0.589
C 2.145 -4.603 -0.144
C 3.526 -4.785 0.141
N 4.649 -4.928 0.367
C 1.208 -5.658 0.035
N 0.439 -6.507 0.179

## Properties
ΔE to the lowest compared entry with this formula, charge and spin ... 8.7 kJ/mol
Kohn-Sham gap ... 6.6 eV
Net charge ... -1

Below is C18H25BCoN8O3 as an isolated structure in a non-equilibrium geometry, with properties calculated with ωB97M-V/def2-TZVPD.

Element x y z (Å)
H 0.257 3.064 -0.442
N -0.162 1.446 -1.805
B -0.527 0.181 -4.015
N -0.156 1.447 -3.216
C 0.203 2.642 -3.695
Co -0.503 -0.340 -0.819
H 0.267 2.786 -4.767
C 0.422 3.481 -2.626
H 0.727 4.506 -2.674
C 0.178 2.723 -1.471
H -0.454 0.325 -5.197
C -1.233 -1.744 0.198
H -1.242 -1.593 1.281
H -0.509 -2.550 -0.027
H -2.221 -2.054 -0.159
N -1.939 -0.189 -3.514
N 0.388 -0.933 -3.478
N -2.183 -0.367 -2.135
N 0.438 -1.265 -2.122
C -3.054 -0.396 -4.223
C 1.275 -1.673 -4.147
H -3.003 -0.296 -5.301
H 1.375 -1.545 -5.217
C -4.064 -0.708 -3.343
C 1.916 -2.501 -3.249
C -3.500 -0.680 -2.061
C 1.382 -2.222 -1.992
H -5.081 -0.936 -3.584
H 2.703 -3.200 -3.441
H -3.993 -0.907 -1.118
H 1.680 -2.643 -1.039
H -1.515 0.171 0.137
C -0.526 -1.198 4.728
C 0.842 -1.107 4.126
C 1.177 0.147 3.253
C 1.175 1.496 4.057
C -0.142 2.119 4.406
C 2.626 -0.052 2.831
O 3.597 -0.212 3.588
N 2.878 -0.018 1.493
C 1.997 0.142 0.423
O 2.529 0.297 -0.691
N 0.670 0.060 0.731
C 0.249 0.273 2.016
O -0.951 0.555 2.214
H -0.717 -0.437 5.482
H -0.604 -2.174 5.205
H -1.289 -1.118 3.956
H 1.618 -1.180 4.907
H 1.007 -1.959 3.449
H 1.776 1.326 4.968
H 1.753 2.183 3.418
H -0.746 1.476 5.038
H 0.076 3.035 4.949
H -0.716 2.372 3.519
H 3.849 -0.059 1.194

## Properties
ΔE to the lowest compared entry with this formula, charge and spin ... 0.0 kJ/mol
2S+1 ... 4
Kohn-Sham gap (alpha / beta) ... 8.7 / 7.9 eV

Below is C18H25BN8O3Sr as an isolated structure in a non-equilibrium geometry, with properties calculated with ωB97M-V/def2-TZVPD.

Element x y z (Å)
C 2.935 -0.037 -0.303
N 1.674 0.097 -0.779
N 1.781 0.227 -2.160
C 3.077 0.159 -2.520
C 3.848 -0.012 -1.371
B 0.531 0.339 -3.088
N -0.457 -0.814 -2.726
N -0.828 -1.071 -1.414
C -1.633 -2.159 -1.441
C -1.780 -2.605 -2.768
C -1.013 -1.732 -3.543
Sr -0.099 -0.424 0.989
N -0.153 1.727 -2.877
N -0.626 2.066 -1.632
C -1.133 3.297 -1.726
C -0.993 3.777 -3.054
C -0.368 2.739 -3.751
H -1.580 3.815 -0.886
H -0.063 2.638 -4.783
H -1.301 4.725 -3.441
H 0.865 0.247 -4.233
H -0.813 -1.698 -4.604
H 3.351 0.222 -3.563
H -2.360 -3.435 -3.115
H 4.913 -0.115 -1.322
H -2.056 -2.575 -0.531
H 3.139 -0.158 0.760
H -2.679 -0.600 1.379
C -2.216 -1.319 2.077
H -3.001 -1.985 2.439
H -1.492 -1.995 1.572
H -1.785 -0.825 2.960
C -0.785 2.280 5.686
C -0.052 1.002 6.040
C 1.213 0.629 5.218
C 2.371 1.660 5.337
C 2.077 3.063 4.835
C 1.719 -0.706 5.832
O 1.949 -0.819 7.029
N 1.904 -1.793 4.996
C 1.628 -1.872 3.628
O 1.687 -2.917 2.992
N 1.230 -0.679 3.064
C 0.857 0.419 3.726
O 0.172 1.262 3.053
H -0.399 3.130 6.264
H -1.842 2.147 5.946
H -0.705 2.472 4.611
H 0.242 1.024 7.101
H -0.749 0.151 5.938
H 2.695 1.690 6.389
H 3.220 1.242 4.771
H 1.695 3.697 5.643
H 3.005 3.516 4.469
H 1.352 3.027 4.013
H 2.162 -2.671 5.432

## Properties
Kohn-Sham gap (alpha / beta) ... 2.7 / 3.1 eV
Net charge ... +2

Below is C18H25ClCoIN6O5 as an isolated structure, with properties calculated with ωB97M-V/def2-TZVPD.

Element x y z (Å)
Co 0.771 0.582 -1.715
N 0.656 -1.180 -2.552
C 1.325 -2.152 -1.654
C 1.679 -3.500 -2.302
C 0.984 -4.698 -1.644
C 1.757 -5.237 -0.446
N 2.161 -4.153 0.440
C 1.489 -3.667 1.469
N 1.841 -2.475 1.953
N 0.454 -4.318 2.018
C 2.494 -1.406 -0.976
O 3.344 -2.070 -0.365
O 2.451 -0.145 -1.042
H -0.290 -1.463 -2.787
H 1.166 -1.112 -3.431
H 0.612 -2.331 -0.844
H 2.762 -3.636 -2.290
H 1.390 -3.465 -3.355
H 0.861 -5.509 -2.364
H -0.026 -4.412 -1.333
H 2.669 -5.734 -0.776
H 1.177 -5.991 0.087
H 2.832 -3.481 0.038
H 2.564 -1.948 1.479
H 1.410 -2.097 2.780
H 0.279 -5.280 1.790
H -0.012 -3.934 2.824
C -0.644 6.032 0.877
C -1.589 4.869 0.943
C -2.165 4.458 2.137
C -3.041 3.381 2.169
Cl -3.706 2.867 3.693
C -3.369 2.699 1.017
C -2.798 3.093 -0.187
C -1.917 4.164 -0.221
O -1.340 4.629 -1.372
C -1.256 3.735 -2.453
C -0.375 2.536 -2.164
O -0.598 1.430 -2.756
O 0.591 2.591 -1.358
H -0.472 6.446 1.869
H -1.044 6.820 0.238
H 0.312 5.732 0.447
H -1.932 4.986 3.053
H -4.060 1.868 1.052
H -3.060 2.553 -1.087
H -0.794 4.285 -3.273
H -2.237 3.397 -2.794
I -1.251 -1.517 3.877
C -0.650 -0.345 2.299
C -0.159 0.942 2.355
N 0.123 1.294 1.097
N -0.167 0.328 0.216
C -0.650 -0.675 0.938
H -0.008 1.612 3.184
H 0.437 2.186 0.734
H -0.980 -1.588 0.469

## Properties
ΔE to the lowest compared entry with this formula, charge and spin ... 9.1 kJ/mol
2S+1 ... 2
Kohn-Sham gap (alpha / beta) ... 8.4 / 8.4 eV
Net charge ... +1

no.,E_tot (eV)
1,-122676.1852
2,-75438.2887
3,-38632.3196
4,-96497.5349